145
Properties=species:S:1:pos:R:3:forces:R:3:lowdin_charge:R:1 method="wB97M-V/def2-TZVPD" e_lumo_ev="2.1299 / 2.1012" multiplicity=2 fmax_ha_per_bohr=0.0731 gap_ev="1.335 / 8.305" charge=-1 total_energy_ev=-65668.281 s_squared=0.750
C -21.213510 29.572400 -21.378280 -0.34 -2.11 0.42 -0.063
C -21.273470 28.327140 -22.388380 -0.49 1.69 1.39 -0.388
C -22.706520 27.657650 -22.493920 0.98 0.26 0.04 -0.170
O -22.983270 26.883650 -21.320430 0.61 0.80 -0.28 -0.186
C -22.533560 25.571580 -21.448010 -0.68 -1.89 -0.15 -0.155
N -20.801110 28.899700 -23.619220 -0.89 -0.36 -2.18 -0.001
H -21.976420 30.332950 -21.544500 -0.16 -0.20 -0.36 0.067
H -20.238020 30.047780 -21.480950 0.03 -0.12 0.17 0.059
H -21.349850 29.193540 -20.365380 0.10 0.29 0.26 0.058
H -20.612050 27.516710 -22.082070 0.18 0.18 0.25 0.121
H -22.796990 27.005130 -23.362340 0.46 -0.13 -0.25 0.109
H -23.495290 28.391630 -22.658920 -0.02 0.26 0.54 0.117
H -22.665160 24.986240 -20.537980 -0.06 0.61 0.46 0.087
H -21.529420 25.316310 -21.786600 0.55 1.04 0.02 0.084
H -23.152890 25.017210 -22.153130 -0.38 0.06 -0.42 0.071
H -20.016790 29.533580 -23.563240 0.42 -0.43 0.68 0.061
H -21.528010 29.549830 -23.882000 -0.35 0.07 -0.58 0.064
C -30.118740 27.555930 -20.920060 -1.61 -0.73 0.67 -0.055
C -29.070880 28.341450 -20.234940 0.57 0.14 -0.87 -0.466
C -27.638970 27.943850 -20.614280 -0.54 -0.85 2.34 -0.114
O -27.411060 26.669460 -19.867850 0.07 1.25 -1.47 -0.235
C -26.029420 26.282320 -19.837560 -1.37 0.78 -0.38 -0.095
N -29.391270 29.695950 -20.591890 1.31 0.59 -0.13 0.059
H -30.378090 27.812080 -21.947310 1.00 -0.36 -0.40 0.079
H -31.024080 27.950110 -20.458450 -0.54 -0.54 0.41 0.059
H -30.040960 26.503150 -20.648590 -0.22 -0.10 -0.54 0.071
H -29.203850 28.187360 -19.164110 0.34 -0.34 0.33 0.128
H -26.982170 28.678720 -20.148780 0.39 0.19 -0.22 0.106
H -27.486770 27.899040 -21.692670 0.09 -0.43 -0.05 0.113
H -26.087380 25.292710 -19.384330 0.77 0.05 -0.09 0.075
H -25.456240 27.024880 -19.282430 0.20 -0.21 0.48 0.074
H -25.623320 26.323440 -20.848250 0.17 -0.58 -0.14 0.067
H -30.345030 29.893300 -20.324510 0.58 0.28 -0.11 -0.010
H -28.831670 30.322960 -20.031700 0.15 0.43 0.01 0.060
C -31.495540 31.171470 -17.708510 -0.41 -0.60 1.17 -0.140
C -32.092670 30.105660 -18.648530 1.47 1.54 -0.29 -0.430
C -33.514430 29.763840 -18.431280 -1.15 -2.00 0.63 -0.227
O -33.831360 28.529870 -19.153760 -0.60 0.33 -0.48 -0.269
C -35.219440 28.106000 -19.113160 0.88 0.60 0.84 -0.154
N -31.835370 30.716630 -19.948690 -0.66 0.10 -0.88 0.011
H -32.084550 32.085860 -17.637530 -0.07 0.05 -0.25 0.057
H -30.474880 31.415130 -18.003440 -0.15 0.00 -0.29 0.060
H -31.408930 30.782880 -16.693810 -0.16 -0.03 0.22 0.040
H -31.464840 29.230370 -18.481800 -0.09 -0.28 -0.44 0.115
H -34.197630 30.565800 -18.710920 -0.05 0.10 -0.01 0.108
H -33.651850 29.473670 -17.389640 -0.23 0.48 0.40 0.103
H -35.909900 28.796760 -19.597110 0.19 0.13 -0.52 0.067
H -35.575840 28.069440 -18.083720 0.15 -0.13 0.32 0.062
H -35.294610 27.098950 -19.523410 0.18 0.17 -0.20 0.076
H -32.531450 31.428930 -20.116610 -0.01 0.35 0.08 0.084
H -31.888370 30.125750 -20.766100 -0.51 -0.40 -0.07 0.043
C -34.804440 28.097050 -23.936060 0.69 -0.20 -0.88 -0.083
C -34.157360 27.739680 -22.638740 -0.44 -1.10 -0.16 -0.444
C -33.191960 26.472440 -22.722350 -1.73 1.21 0.14 -0.122
O -33.996420 25.344270 -23.204920 1.09 2.36 0.80 -0.175
C -33.221780 24.211260 -23.358720 -0.52 -1.77 -0.44 -0.155
N -33.529210 28.947230 -22.123530 1.04 -0.65 0.47 0.045
H -33.949720 28.300720 -24.581090 -0.18 0.22 -0.54 0.080
H -35.378530 29.018540 -23.839290 -0.21 -0.13 -0.05 0.071
H -35.380530 27.283120 -24.376220 -0.11 0.13 0.12 0.076
H -34.947750 27.427110 -21.956330 -0.15 -0.35 0.25 0.114
H -32.870480 26.362260 -21.686680 0.07 -0.73 0.23 0.112
H -32.278040 26.616060 -23.298730 -0.17 0.09 -0.51 0.105
H -33.932590 23.387660 -23.291440 0.07 -0.34 0.57 0.083
H -32.412270 24.082450 -22.640260 -0.09 0.13 0.20 0.079
H -32.838780 24.024920 -24.362060 0.50 0.78 -0.35 0.083
H -34.229830 29.642870 -21.910640 -0.42 0.17 -0.41 0.066
H -33.265210 28.686040 -21.184280 0.48 0.08 0.46 0.020
C -27.893220 23.375240 -17.433350 -0.49 1.25 0.03 -0.070
C -29.224290 23.691090 -18.130870 -1.10 -0.56 0.69 -0.443
C -29.825080 25.004760 -17.570100 -0.69 0.40 0.04 -0.158
O -31.113420 25.378430 -18.159960 1.65 -1.71 -0.55 -0.205
C -31.960420 26.245680 -17.478980 0.13 0.55 0.21 -0.157
N -29.122550 23.654220 -19.576030 0.67 0.54 0.06 0.063
H -27.219800 24.214790 -17.605820 0.33 0.01 -0.15 0.058
H -27.397570 22.450840 -17.729880 -0.35 0.00 -0.03 0.078
H -28.101430 23.420870 -16.364400 0.23 -0.44 0.14 0.071
H -29.892780 22.883390 -17.832810 -0.38 -0.06 0.02 0.125
H -29.116880 25.817690 -17.730400 0.13 0.24 -0.11 0.111
H -29.951430 24.877830 -16.494910 -0.11 0.05 0.23 0.111
H -32.887210 26.290910 -18.050920 -0.07 -0.16 0.20 0.079
H -31.584780 27.268430 -17.447690 0.28 0.25 -0.01 0.062
H -32.128090 25.965150 -16.439130 -0.17 -0.30 0.10 0.072
H -29.816220 24.293450 -19.937010 -0.63 -0.12 -0.19 0.043
H -28.286530 24.200550 -19.726640 0.56 0.08 -0.68 0.043
C -27.949410 28.537370 -25.113700 0.45 -1.28 -0.48 -0.024
C -27.718620 26.965790 -25.331070 0.07 0.95 -0.22 -0.460
C -26.246050 26.722750 -24.913960 0.08 1.25 -1.20 -0.159
C -25.843500 25.323460 -24.562560 -0.84 0.97 0.47 -0.173
C -26.928130 24.726600 -23.685000 1.09 -1.30 0.32 -0.139
C -28.365120 24.808310 -24.179040 -0.02 0.53 0.80 -0.465
N -28.606370 26.262010 -24.420480 2.93 -1.64 1.70 -0.139
O -29.929150 26.558970 -24.520420 -1.49 0.63 -0.98 -0.015
C -28.655340 23.935670 -25.386570 -0.32 -0.84 -0.70 -0.033
C -29.255960 24.303450 -23.013160 -0.99 0.85 -0.17 -0.026
C -27.926940 26.588240 -26.822240 -0.38 0.53 -0.33 -0.040
H -27.130810 29.031560 -25.636930 -0.35 0.20 -0.55 0.077
H -27.798120 28.887820 -24.092720 -0.26 -0.57 0.35 0.070
H -28.939360 28.849150 -25.446690 0.19 0.18 -0.28 0.077
H -25.629720 26.965590 -25.779570 -0.09 0.45 -0.33 0.113
H -25.998070 27.527720 -24.222130 0.13 -0.53 0.73 0.103
H -24.873780 25.370720 -24.067080 0.02 -0.30 0.15 0.097
H -25.703290 24.792020 -25.503850 -0.14 -0.42 0.11 0.109
H -26.948670 25.088590 -22.657060 0.34 0.59 -0.09 0.109
H -26.568260 23.704440 -23.567650 -0.75 -0.62 0.10 0.121
H -27.781450 23.613530 -25.952840 0.25 0.33 -0.01 0.074
H -29.123510 22.997330 -25.089190 -0.08 -0.02 0.18 0.077
H -29.347390 24.399430 -26.089480 -0.01 0.12 0.11 0.081
H -30.282280 24.562400 -23.273400 -0.21 -0.56 -0.31 0.056
H -29.168130 23.236740 -22.806990 0.14 0.04 -0.31 0.092
H -29.200760 24.813420 -22.051400 0.93 0.31 -0.11 0.053
H -27.562280 25.611050 -27.138810 0.00 -0.13 0.49 0.067
H -27.458650 27.276760 -27.525620 0.27 0.37 0.28 0.075
H -28.986400 26.649560 -27.070990 -0.17 -0.18 0.10 0.077
H -29.923790 27.432400 -24.122060 -0.71 0.19 0.29 0.081
C -24.834540 32.932500 -17.501360 0.12 0.89 -0.19 -0.047
C -25.488570 32.448640 -16.185960 -1.51 0.09 -2.11 -0.519
C -26.883640 31.852740 -16.572810 -1.92 1.07 -0.70 -0.157
C -27.034360 30.504170 -17.289470 1.83 0.89 0.44 -0.207
C -26.167400 29.489960 -16.585560 0.25 0.45 -0.32 -0.143
C -24.641260 30.023250 -16.318120 -2.95 -1.42 -0.61 -0.400
N -24.779910 31.357400 -15.642050 0.81 -2.78 2.21 -0.111
O -23.551500 31.758350 -15.041600 0.44 0.18 -0.79 -0.024
C -24.080070 28.847780 -15.445850 0.52 1.24 0.18 -0.071
C -23.853240 30.037240 -17.648210 0.57 0.23 -0.01 -0.049
C -25.758240 33.573630 -15.169030 0.68 -0.56 0.54 -0.051
H -23.769910 33.144080 -17.401980 0.18 -0.42 0.20 0.077
H -25.211100 33.882340 -17.880980 -0.53 0.10 0.24 0.075
H -25.003820 32.215600 -18.304780 0.18 0.01 0.14 0.057
H -27.617550 31.996910 -15.779910 0.36 -0.62 0.70 0.100
H -27.366660 32.510210 -17.295660 0.38 0.78 -0.20 0.102
H -26.612950 30.675620 -18.279980 -0.03 -0.20 -0.37 0.085
H -28.061150 30.177960 -17.454980 -0.12 0.14 0.39 0.100
H -26.227540 28.606020 -17.220490 0.85 -0.39 0.05 0.098
H -26.681900 29.199680 -15.669530 0.43 0.14 0.43 0.100
H -24.444970 28.774630 -14.421350 -0.23 0.55 0.06 0.072
H -24.352620 27.885330 -15.878860 0.17 0.20 -0.42 0.072
H -22.996600 28.959910 -15.405660 0.13 -0.31 0.09 0.070
H -23.125550 30.846420 -17.586540 0.23 -0.11 -0.07 0.073
H -23.310850 29.112030 -17.842860 0.07 -0.16 0.41 0.071
H -24.391810 30.188720 -18.583680 -0.55 0.21 0.28 0.064
H -24.854720 34.080800 -14.830610 0.19 0.14 -0.48 0.071
H -26.116550 33.121340 -14.244290 -0.40 -0.15 -0.05 0.078
H -26.485590 34.309090 -15.512750 0.06 -0.17 -0.22 0.080
H -23.606230 31.481370 -14.124050 -0.27 -0.08 0.08 0.094